Record 1
Below is a 2-piece molecular cluster, C3H5Cl overall in a non-equilibrium geometry, with properties calculated with wB97M-V/def2-TZVPD.

Calculated values
Frontier orbital gap (eV): 9.86
HOMO (eV): -9.6
Relative energy (zero: lowest compared OMol25 entry of this formula, charge and spin) (kcal per mole): 86.3
DFT total energy (Ha): -577.33560

ORCA input file:
```
! wB97M-V def2-TZVPD RIJCOSX def2/J DEFGRID3
* xyz 0 1
C 0.144 0.071 -0.560
C -0.810 0.958 -0.511
C 0.603 -0.822 0.530
Cl -1.611 2.159 -1.414
H 0.480 -0.195 -1.653
H -1.030 1.146 1.325
H 0.205 -1.949 0.281
H 1.728 -0.928 0.476
H 0.290 -0.438 1.526
*
```

Record 2
Below is the molecule C5H7N in a non-equilibrium geometry, with properties calculated with wB97M-V/def2-TZVPD.

Calculated values
Structure (SMILES): C[C@@H]1[C@H]2C=N[C@@H]12
Frontier orbital gap (eV): 10.27
HOMO (eV): -9.1
Relative energy (zero: lowest compared OMol25 entry of this formula, charge and spin) (kcal per mole): 87.3
DFT total energy (Ha): -249.33409

ORCA input file:
```
! wB97M-V def2-TZVPD RIJCOSX def2/J DEFGRID3
* xyz 0 1
C 1.057 -0.915 -0.233
C 1.008 0.569 -0.463
C 0.052 -0.065 0.634
C 2.459 0.561 0.032
C -1.376 -0.247 0.068
N 2.414 -0.725 0.329
H 0.703 -1.705 -0.756
H 0.787 1.283 -1.286
H 0.293 0.035 1.637
H 3.234 1.206 0.185
H -1.735 -1.132 0.745
H -1.233 -0.448 -0.993
H -2.040 0.604 0.238
*
```

Record 3
Below is a 2-piece molecular cluster, C2H10NOS2 overall in a non-equilibrium geometry, with properties calculated with wB97M-V/def2-TZVPD.

Calculated values
Frontier orbital gap (spin up / spin down) (eV): 3.51 / 8.90
HOMO (spin up / spin down) (eV): -3.2 / -8.6
Relative energy (zero: lowest compared OMol25 entry of this formula, charge and spin) (kcal per mole): 30.5
DFT total energy (Ha): -1008.42986

ORCA input file:
```
! wB97M-V def2-TZVPD RIJCOSX def2/J DEFGRID3
* xyz 0 2
N 0.704 -1.129 0.420
C 0.309 0.198 1.002
C -0.042 1.249 -0.049
S 1.211 2.513 -0.406
S -0.029 3.839 -1.421
H -0.154 -1.754 0.307
H 1.448 -1.554 0.992
H 1.053 -0.981 -0.546
H 1.082 0.574 1.674
H -0.516 0.016 1.688
H -0.404 0.892 -1.008
H -0.884 1.760 0.442
H 0.782 3.823 -2.508
H -1.588 -3.752 0.259
H -1.716 -2.831 -0.851
O -1.255 -2.863 0.005
*
```

Record 4
Below is the molecule C2H4N2OS in a non-equilibrium geometry, with properties calculated with wB97M-V/def2-TZVPD.

Calculated values
Structure (SMILES): NN(C=O)C=S
Frontier orbital gap (eV): 8.86
HOMO (eV): -9.3
Relative energy (zero: lowest compared OMol25 entry of this formula, charge and spin) (kcal per mole): 47.6
DFT total energy (Ha): -661.50971

ORCA input file:
```
! wB97M-V def2-TZVPD RIJCOSX def2/J DEFGRID3
* xyz 0 1
C 0.621 -1.270 -0.453
C 0.681 0.915 0.553
H -1.487 0.945 -0.744
H -1.944 -0.030 0.524
H -0.011 -1.895 -1.065
H 1.660 0.530 0.912
N -1.390 0.034 -0.294
N -0.075 -0.149 -0.001
O 1.804 -1.499 -0.254
S 0.141 2.420 0.822
*
```

Record 5
Below is a 2-piece molecular cluster, C7H8FNO3S overall in a non-equilibrium geometry, with properties calculated with wB97M-V/def2-TZVPD.

Calculated values
Frontier orbital gap (eV): 10.03
HOMO (eV): -9.6
Relative energy (zero: lowest compared OMol25 entry of this formula, charge and spin) (kcal per mole): 36.0
DFT total energy (Ha): -1049.99328

ORCA input file:
```
! wB97M-V def2-TZVPD RIJCOSX def2/J DEFGRID3
* xyz 0 1
C 0.443 1.694 2.544
C -0.891 1.679 2.106
C 1.284 0.601 2.279
C -1.282 0.735 1.133
C 0.843 -0.325 1.332
C -0.373 -0.246 0.723
C 0.407 0.064 -2.654
N 0.759 -1.142 -3.107
O 0.142 -2.359 -0.782
O -2.195 -1.983 -0.060
O -1.243 -0.502 -1.758
F 1.049 0.714 -1.694
S -0.929 -1.394 -0.524
H 0.758 2.447 3.323
H -1.500 2.563 2.486
H 2.306 0.378 2.639
H -2.209 0.753 0.801
H 1.562 -1.204 1.040
H -0.154 0.725 -3.414
H 0.621 -1.793 -2.379
H 0.603 -1.406 -4.034
*
```

Record 6
Below is C25H49IrNO2P2S as an isolated structure in a non-equilibrium geometry, with properties calculated with wB97M-V/def2-TZVPD.

Calculated values
Frontier orbital gap (spin up / spin down) (eV): 3.95 / 4.67
HOMO (spin up / spin down) (eV): -16.7 / -21.2
Relative energy (zero: lowest compared OMol25 entry of this formula, charge and spin) (kcal per mole): 46.5
DFT total energy (Ha): -2370.60533

ORCA input file:
```
! wB97M-V def2-TZVPD RIJCOSX def2/J DEFGRID3
* xyz 4 6
Ir -0.424 -0.301 -1.145
C -0.619 1.189 -0.016
O -0.591 2.045 0.814
C 0.134 -1.837 -0.253
O 0.467 -2.742 0.431
P -2.682 -0.802 -0.361
C -3.335 -1.644 -1.856
H -4.301 -2.040 -1.501
C -2.884 -2.009 1.000
H -2.089 -2.750 0.812
C -3.916 0.553 -0.195
H -3.648 1.188 -1.059
C 2.348 2.285 -1.117
P 1.964 0.455 -1.242
H 3.240 0.417 -3.357
H 1.518 2.765 -1.672
C 3.531 -0.380 -0.696
H 4.312 0.038 -1.381
C -2.623 -1.382 2.375
H -2.378 -2.199 3.076
H -3.516 -0.867 2.762
H -1.762 -0.692 2.384
C -4.208 -2.785 1.009
H -5.068 -2.167 1.291
H -4.121 -3.574 1.769
H -4.428 -3.282 0.057
C -5.377 0.125 -0.382
H -5.582 -0.454 -1.282
H -5.976 1.043 -0.448
H -5.765 -0.428 0.477
C -3.827 1.419 1.060
H -4.671 2.100 1.049
H -2.940 2.032 1.092
H -3.882 0.827 1.962
C -3.559 -0.557 -2.921
H -4.609 -0.174 -2.862
H -3.351 -0.987 -3.919
H -2.888 0.348 -2.794
C -2.479 -2.838 -2.276
H -1.425 -2.550 -2.395
H -2.852 -3.214 -3.245
H -2.519 -3.662 -1.542
C 3.675 2.592 -1.852
H 3.716 2.225 -2.891
H 4.545 2.216 -1.286
H 3.754 3.686 -1.904
C 2.379 2.853 0.312
H 2.846 2.143 1.028
C 1.756 -1.243 -3.383
H 1.358 3.063 0.657
H 2.947 3.809 0.289
C 1.200 1.217 -3.765
H 0.879 -1.503 -2.700
H 1.467 -1.307 -4.433
H 2.450 -2.077 -3.175
C 2.172 0.193 -3.089
H 0.890 0.871 -4.764
H 1.627 2.247 -3.922
H 0.244 1.320 -3.195
C 3.574 -1.902 -0.818
H 2.806 -2.351 -0.186
H 4.568 -2.237 -0.492
H 3.459 -2.251 -1.838
C 3.930 -0.020 0.745
H 3.140 -0.282 1.477
H 4.239 1.054 0.824
H 4.819 -0.666 1.028
H -1.057 0.180 -2.786
H -0.730 -0.657 -2.840
S 1.147 -0.630 2.976
C 1.762 0.498 4.068
N 2.599 -0.090 4.997
C 3.382 0.596 5.883
C 3.278 1.979 5.924
C 2.410 2.613 5.032
C 1.623 1.884 4.147
H 2.717 -1.094 4.905
H 4.048 -0.005 6.485
H 3.897 2.548 6.607
H 2.329 3.691 5.017
H 0.938 2.323 3.417
*
```

- Look up the DFT total energy of the sixth one.
  -2370.60533 Ha

- Which value of relative energy (zero: lowest compared OMol25 entry of this formula, charge and spin) does entry 2 give?
  87.3 kcal per mole

- The highest DFT total energy belongs to which entry?
  C5H7N

- Which of these has the highest relative energy (zero: lowest compared OMol25 entry of this formula, charge and spin)?
  C5H7N